Entry 1:
Molecular formula: C5H2ClF
Method: DFT, wB97M-V/def2-TZVPD

Positions of all 9 atoms, in Å:
Cl1 0.319227 -2.102067 0.779293
F1 -1.023444 -0.129226 1.780030
C1 0.983869 0.446903 0.631224
C2 -1.031363 -0.182626 -0.475226
C3 -0.232801 -0.355119 0.661833
C4 -1.673173 -0.098716 -1.487390
C5 2.012248 0.994120 0.347269
H1 2.890832 1.527632 0.133059
H2 -2.245396 -0.100901 -2.370091

Cartesian forces (eV/Å) of the 6 atoms listed first:
-0.268 0.371 -0.030
0.624 0.101 -0.184
0.256 0.185 -0.251
-1.444 0.119 -2.587
0.816 -0.775 2.116
0.596 -0.183 1.023

Values from the calculation:
HOMO-LUMO gap, eV: 11.08
2S+1: 1
Electronic energy, a.u.: -751.625136
Energy above the lowest of the compared OMol25 structures with the same formula, charge and spin, kcal/mol: 11.1

Entry 2:
Molecular formula: C19H38BFIN9O4P3S
Method: DFT, wB97M-V/def2-TZVPD

Positions of all 77 atoms, in Å:
I1 -3.625437 -0.384488 -1.691262
S1 1.249301 3.585914 -2.012031
P1 1.232154 1.647895 2.305002
P2 -1.273466 -0.915939 -1.897580
P3 0.232196 1.933514 -1.984921
F1 2.486141 -0.887304 1.306564
O1 0.538716 1.134181 -3.335388
O2 -1.350504 2.236127 -1.943168
O3 1.151977 -2.366102 -0.677210
O4 -1.354634 -2.513543 -1.615542
N1 -0.330278 -2.469631 1.251264
N2 -3.197464 1.396483 1.322005
N3 -0.609518 -5.434724 3.568094
N4 -1.438740 -0.031302 0.778334
N5 3.671172 5.731775 -2.340741
N6 -3.722341 -3.090365 0.618933
N7 -1.067563 2.229982 0.878380
N8 -2.360840 -8.507987 -1.701659
N9 -0.544490 9.181366 -2.888719
C1 0.615872 0.872632 -0.435690
C2 0.368842 1.923730 0.679993
C3 4.388793 0.200280 0.401657
C4 2.153508 0.694767 -0.587985
C5 -4.511170 -7.168592 -2.301414
C6 -2.290424 -5.260740 0.752591
C7 -3.092541 -4.050840 0.672316
C8 0.429787 6.782002 -3.151664
C9 -0.372725 -0.327461 -0.279515
C10 0.469029 0.394774 3.396136
C11 -2.209617 -4.165934 5.182418
C12 4.244401 5.456588 -3.294862
C13 4.969116 5.110604 -4.508490
C14 -1.319327 -4.873639 4.273633
C15 -3.308730 -7.921181 -1.968232
C16 -0.115916 8.124653 -3.006563
C17 -1.903184 1.198445 0.962326
C18 1.320758 3.271418 3.162861
C19 3.007106 -0.357950 0.125621
B1 0.223510 -1.772872 0.138030
H1 -3.205460 -4.102132 4.748216
H2 -2.064374 -2.743684 -0.994703
H3 0.697552 3.302811 4.051098
H4 2.356093 3.408810 3.443432
H5 0.211499 -3.286610 1.500028
H6 -2.165135 -0.736135 0.784968
H7 -0.179731 6.209645 -3.848262
H8 0.435891 6.280642 -2.189134
H9 2.421897 0.568326 -1.636284
H10 5.761950 5.834711 -4.681960
H11 -2.266702 -4.699480 6.128473
H12 -2.022281 -5.457675 1.787730
H13 1.035316 -0.520636 3.278242
H14 4.288650 5.115507 -5.357282
H15 2.554253 1.676290 -0.353599
H16 -2.848512 -6.107206 0.356401
H17 4.295916 0.873707 1.252637
H18 5.070985 -0.596228 0.672016
H19 -0.480393 -1.920373 2.086063
H20 -4.253676 -6.324508 -2.937743
H21 3.138500 -1.196981 -0.543387
H22 0.652673 0.734302 4.413850
H23 1.448573 6.835242 -3.523698
H24 -1.830837 -3.162196 5.361652
H25 -5.211795 -7.811009 -2.829835
H26 0.801893 0.219376 -3.172362
H27 -1.432788 3.029028 0.369449
H28 5.405898 4.119722 -4.406429
H29 -4.984470 -6.801871 -1.392566
H30 0.833891 2.858444 0.376926
H31 4.751955 0.781910 -0.437787
H32 1.800439 -2.825637 -0.138954
H33 -3.624896 0.738924 1.945818
H34 -0.601303 0.231748 3.315097
H35 1.018000 4.076035 2.500057
H36 -3.714937 2.201592 1.028146
H37 -1.764307 2.042908 -2.796216
H38 -1.378558 -5.136156 0.171203

Cartesian forces (eV/Å) of the 6 atoms listed first:
-0.258 0.234 -0.132
-0.328 -0.472 0.200
2.235 -0.500 -0.503
0.670 -0.111 -0.529
1.500 1.816 -0.036
-0.408 -0.024 0.063

Values from the calculation:
HOMO-LUMO gap, eV: 7.56
2S+1: 1
Electronic energy, a.u.: -3385.138804
Net charge: +1